Record 1
This record from the OMol25 dataset describes C30H44N2O3P2Tc as an isolated structure. The level of theory is the ωB97M-V functional and the def2-TZVPD basis.

XYZ file:
```
82
Properties=species:S:1:pos:R:3:forces:R:3
Tc 1.400 0.228 -0.617 0.63 1.45 -2.62
P 1.217 2.182 0.723 -0.76 0.77 1.41
P 1.794 -1.461 -2.266 -0.10 -1.18 -0.27
N 1.752 1.382 -1.972 -0.26 0.08 0.43
H 1.736 -0.593 2.260 0.09 -0.32 0.01
C 2.686 2.672 1.692 0.14 0.08 -0.04
H 2.439 3.477 2.397 0.05 -0.17 -0.18
H 3.473 3.015 1.009 -0.13 -0.09 0.17
H 3.062 1.803 2.249 -0.10 0.19 -0.15
C -0.061 1.942 1.996 -0.03 0.16 0.24
H -0.070 2.777 2.707 -0.05 -0.09 -0.10
H 0.128 1.015 2.546 -0.05 0.16 -0.11
H -1.046 1.854 1.520 0.24 -0.01 0.04
C 0.644 3.731 -0.068 0.22 -0.11 -0.13
H 0.388 4.476 0.696 0.09 -0.19 -0.10
H -0.244 3.516 -0.674 0.18 -0.02 0.12
H 1.424 4.133 -0.723 -0.15 -0.05 0.05
C 3.497 -2.111 -2.322 0.10 0.06 -0.05
H 3.556 -2.930 -3.052 0.04 0.19 0.12
H 3.780 -2.476 -1.327 -0.15 0.16 -0.24
H 4.186 -1.307 -2.610 -0.11 -0.18 0.05
C 0.833 -2.970 -1.915 0.01 -0.23 -0.25
H 1.140 -3.759 -2.612 -0.17 0.01 0.15
H -0.241 -2.775 -2.022 0.22 -0.05 0.03
H 1.026 -3.299 -0.885 -0.01 0.17 -0.29
C 1.416 -1.041 -4.001 0.01 -0.16 0.03
H 1.484 -1.943 -4.622 -0.02 0.21 0.04
H 2.128 -0.289 -4.360 -0.17 -0.13 0.10
H 0.406 -0.621 -4.065 0.21 -0.09 0.01
C 1.848 2.308 -2.946 0.31 0.23 -0.21
C 3.178 3.899 -4.223 -0.10 0.20 -0.26
C 3.097 2.952 -3.225 -0.51 -0.69 0.40
C 0.700 2.671 -3.716 0.34 -0.39 0.49
C 0.812 3.618 -4.716 0.14 0.11 -0.09
C 2.042 4.239 -4.976 0.02 0.00 0.00
H 4.141 4.376 -4.424 -0.37 -0.10 0.01
H 3.954 2.636 -2.617 -0.26 0.27 -0.33
H -0.239 2.156 -3.479 0.31 0.31 -0.17
H -0.073 3.872 -5.308 0.34 -0.02 0.18
H 2.117 4.982 -5.768 -0.01 -0.16 0.18
C 2.319 -1.394 1.756 0.03 0.53 -0.31
O 2.568 -0.980 0.427 -0.12 -0.25 0.72
C 3.659 -1.547 2.466 -0.06 -0.07 0.43
H 3.604 -2.388 3.162 0.19 0.08 0.10
H 3.880 -0.644 3.039 0.20 -0.07 -0.04
H 4.476 -1.728 1.762 -0.24 0.00 -0.01
C 1.501 -2.675 1.809 -0.14 -0.17 -0.04
H 2.056 -3.507 1.356 -0.05 0.13 0.06
H 0.543 -2.558 1.290 0.21 0.08 -0.05
H 1.289 -2.932 2.853 0.05 -0.05 -0.08
C -4.408 2.086 3.155 -0.20 0.16 0.03
C -3.358 1.024 3.336 0.23 -0.10 0.22
C -2.472 1.134 4.408 0.01 0.00 -0.16
C -1.480 0.178 4.610 -0.09 -0.20 -0.19
C -1.330 -0.848 3.687 -0.34 0.22 -0.12
C -2.214 -0.971 2.589 -0.10 0.53 0.62
N -1.952 -2.064 1.772 -0.06 -0.80 -0.12
C -2.391 -2.450 0.496 0.70 -0.33 -0.40
C -2.633 -3.814 0.294 -0.12 0.32 -0.19
C -2.979 -4.282 -0.967 -0.17 0.04 -0.08
C -3.112 -3.396 -2.041 -0.12 0.07 -0.05
C -2.829 -2.040 -1.865 0.09 0.02 0.40
C -2.370 -1.594 -0.621 -0.26 -0.25 0.51
C -1.714 -0.261 -0.425 0.48 1.31 0.28
O -2.313 0.810 -0.478 0.77 -0.88 -0.27
O -0.425 -0.398 -0.131 -1.49 -0.52 0.10
C -3.306 -0.074 2.460 0.76 -0.29 0.31
C -4.431 -0.251 1.493 -0.46 0.07 -0.29
H -4.326 2.586 2.178 -0.01 -0.21 0.17
H -5.424 1.676 3.228 0.19 0.10 -0.04
H -4.302 2.851 3.929 -0.03 -0.09 -0.11
H -2.580 1.979 5.083 0.08 -0.15 -0.03
H -0.824 0.237 5.476 -0.07 0.02 -0.19
H -0.535 -1.590 3.795 -0.17 0.24 0.01
H -1.378 -2.777 2.216 -0.35 0.37 -0.11
H -2.515 -4.480 1.147 -0.23 -0.02 -0.17
H -3.214 -5.339 -1.091 0.19 0.24 -0.08
H -3.413 -3.759 -3.025 0.00 0.08 0.33
H -2.946 -1.311 -2.672 0.23 -0.35 0.16
H -4.372 0.498 0.688 -0.06 -0.34 0.13
H -4.474 -1.249 1.051 0.08 0.22 0.05
H -5.386 -0.095 2.021 0.26 -0.07 -0.17
```
Forces are in eV/Å.

The highest occupied orbital energy (spin up / spin down) is -6.568 / -7.035 eV. As for the total energy: -2268.30295 Eh. The energy above the lowest of the compared OMol25 structures with the same formula, charge and spin comes out at 0.000 eV. For the orbital gap (spin up / spin down), the calculation gives 0.26610 / 0.24670 hartree. The expectation value of S² is 3.79. The molar mass is 640.64 g mol⁻¹. The value obtained for the LUMO energy (spin up / spin down) is 0.673 / -0.322 eV. Its multiplicity is 4.

=====

Record 2
This record from the OMol25 dataset describes a 7-piece molecular cluster, C30H44NO24P overall. The level of theory is the ωB97M-V functional and the def2-TZVPD basis.

XYZ file:
```
100
Properties=species:S:1:pos:R:3:forces:R:3
C -1.242 -0.119 4.243 1.40 0.61 0.39
C 0.115 0.695 4.219 -2.07 -0.49 -0.28
N 1.039 -0.003 5.127 0.89 0.94 -0.45
C 2.401 0.354 4.932 1.06 -0.12 -0.36
C 3.215 0.305 3.846 -1.31 0.41 1.63
P 2.754 -0.277 2.166 1.49 1.01 -1.74
O 3.951 -0.791 1.489 -0.66 -0.23 0.74
O 1.470 -1.297 2.162 1.39 1.08 1.03
O 2.280 1.070 1.329 -0.56 -1.44 1.58
C 4.602 0.816 4.356 -2.21 -0.25 -1.04
O 5.586 0.665 3.754 1.82 0.39 -0.14
O 4.466 1.421 5.616 -0.65 -1.51 -0.73
C 3.268 0.875 6.106 -0.70 -0.03 -1.88
O 2.985 0.788 7.229 -0.10 0.27 2.02
H -1.589 -0.147 5.297 0.01 0.05 -0.70
H -0.981 -1.153 3.945 -0.51 0.67 -0.03
H -2.006 0.341 3.577 0.56 -0.50 0.46
H 0.429 0.709 3.150 0.04 0.02 0.70
H -0.115 1.739 4.537 0.63 -0.68 0.01
H 0.893 -1.009 5.145 -0.04 0.26 -0.03
H 1.752 -2.035 2.741 -0.45 -0.02 -0.44
H 1.558 1.523 1.801 0.20 0.01 -0.28
C 4.606 -1.290 -1.173 0.04 0.16 -0.39
C 4.451 -1.859 -2.566 0.15 0.17 1.03
C 5.744 -2.135 -3.278 0.22 -0.42 -0.05
O 5.347 -2.057 -4.653 -0.30 0.32 -0.04
C 4.289 -1.203 -4.703 -0.11 0.01 -0.15
O 3.822 -0.767 -5.709 0.05 -0.25 0.21
O 3.840 -0.910 -3.455 0.14 -0.16 -0.62
H 4.802 -2.082 -0.452 -0.09 0.05 -0.03
H 5.431 -0.576 -1.123 -0.03 -0.01 -0.04
H 3.707 -0.758 -0.872 -0.01 -0.20 0.01
H 3.809 -2.745 -2.537 0.07 -0.02 -0.12
H 6.158 -3.115 -3.048 -0.04 -0.01 -0.22
H 6.508 -1.372 -3.101 -0.12 0.03 0.15
C -0.871 3.923 -1.447 -0.20 0.18 -0.05
C -1.041 2.831 -0.415 0.21 0.62 -0.62
C -1.435 1.494 -0.977 0.29 -0.44 -0.14
O -2.089 0.883 0.141 -0.11 0.57 0.28
C -2.609 1.897 0.887 -0.26 -0.11 0.15
O -3.369 1.747 1.790 0.13 0.03 -0.11
O -2.145 3.103 0.458 -0.13 -0.50 0.22
H 0.111 3.860 -1.916 -0.02 -0.02 0.06
H -1.628 3.850 -2.231 0.00 -0.06 0.06
H -0.981 4.907 -0.989 0.15 -0.07 0.06
H -0.141 2.759 0.204 -0.03 -0.11 -0.01
H -0.581 0.900 -1.300 -0.10 -0.13 0.14
H -2.155 1.561 -1.797 0.08 0.16 -0.01
C -1.909 -2.305 -0.380 -0.24 -0.33 0.02
C -0.560 -2.981 -0.333 -0.81 0.62 0.05
C 0.022 -3.312 -1.679 0.28 0.22 -0.26
O 0.895 -4.401 -1.363 -0.12 -0.16 0.29
C 0.363 -5.022 -0.272 -0.04 -0.25 0.14
O 0.732 -6.071 0.151 0.00 0.16 -0.08
O -0.645 -4.284 0.264 0.59 -0.31 -0.25
H -1.800 -1.239 -0.566 -0.02 -0.17 0.03
H -2.539 -2.722 -1.167 0.10 0.00 -0.01
H -2.444 -2.445 0.561 0.18 0.16 0.08
H 0.133 -2.387 0.271 0.09 -0.08 -0.09
H 0.576 -2.484 -2.119 0.15 -0.15 0.02
H -0.722 -3.668 -2.397 -0.11 0.10 0.13
C -7.360 1.314 -1.002 -0.10 -0.23 0.16
C -6.144 1.214 -1.894 -0.71 0.20 0.52
C -6.444 0.891 -3.332 -0.06 0.30 -0.40
O -5.223 0.281 -3.759 0.14 -0.14 0.35
C -4.666 -0.289 -2.654 0.14 -0.26 0.01
O -3.737 -1.032 -2.674 -0.11 0.20 -0.07
O -5.316 0.103 -1.526 0.32 -0.06 -0.47
H -7.828 2.295 -1.097 0.07 -0.02 0.00
H -8.104 0.557 -1.257 0.08 -0.01 -0.04
H -7.086 1.153 0.041 0.08 0.16 -0.05
H -5.538 2.122 -1.803 0.02 -0.03 -0.11
H -6.668 1.773 -3.929 0.18 -0.08 -0.10
H -7.249 0.161 -3.453 -0.03 0.06 0.18
C 4.450 2.109 -6.369 -0.10 0.28 -0.01
C 5.700 2.958 -6.367 -0.79 -0.60 -0.10
C 6.402 3.035 -5.041 0.39 -0.22 0.16
O 7.101 4.279 -5.147 -0.22 0.17 -0.21
C 6.373 5.063 -5.992 -0.01 0.33 -0.06
O 6.565 6.224 -6.164 -0.01 -0.17 0.06
O 5.396 4.340 -6.604 0.52 0.26 0.26
H 4.699 1.056 -6.469 -0.01 0.09 -0.05
H 3.880 2.235 -5.445 0.06 0.02 -0.01
H 3.790 2.394 -7.190 0.14 -0.07 -0.07
H 6.376 2.628 -7.163 0.08 0.06 0.09
H 7.097 2.212 -4.878 0.13 0.17 0.00
H 5.717 3.101 -4.191 -0.12 -0.08 -0.14
C -5.242 -1.563 7.136 0.21 -0.14 0.16
C -5.061 -1.524 5.635 -0.24 0.12 0.87
C -5.718 -2.656 4.896 -0.43 -0.04 -0.24
O -4.931 -2.726 3.704 0.35 0.16 0.15
C -3.689 -2.273 4.030 0.16 -0.15 -0.28
O -2.735 -2.362 3.325 -0.39 -0.27 0.06
O -3.688 -1.710 5.269 -0.07 -0.22 -0.50
H -6.212 -1.150 7.418 0.04 0.02 -0.05
H -5.184 -2.584 7.518 0.02 0.01 -0.07
H -4.458 -0.991 7.634 -0.11 0.12 -0.08
H -5.377 -0.551 5.246 -0.01 -0.08 -0.11
H -6.763 -2.462 4.660 0.10 -0.02 -0.20
H -5.638 -3.616 5.413 0.03 0.12 0.14
```
Forces are in eV/Å.

The highest occupied orbital energy is -10.353 eV. Its SMILES is CCNC1=C(P(=O)(O)O)C(=O)OC1=O.C[C@@H]1COC(=O)O1.C[C@@H]1COC(=O)O1.C[C@@H]1COC(=O)O1.C[C@@H]1COC(=O)O1.C[C@@H]1COC(=O)O1.C[C@@H]1COC(=O)O1. As for the total energy: -3371.58056 Eh. For the orbital gap, the calculation gives 0.33910 hartree. The molar mass is 833.64 g mol⁻¹. The value obtained for the LUMO energy is -1.126 eV.

=====

molar mass of number 2 (C30H44NO24P)? 833.64 g mol⁻¹